Molecular formula: C11H16N2
Method: DFT, ωB97M-V/def2-TZVPD

Positions of all 29 atoms, in Å:
C (0.105, 0.425, 0.478)
C (1.013, -0.333, 1.331)
C (-0.273, -0.831, -0.362)
C (-0.964, 1.343, 1.117)
C (2.483, -0.189, 1.003)
C (-1.679, -1.090, -0.673)
C (-2.262, 1.292, 0.282)
C (2.707, 0.739, -0.136)
C (-2.748, -0.160, 0.071)
C (1.787, 0.356, -1.361)
C (0.320, 0.416, -1.007)
N (0.432, -3.036, 0.377)
N (0.652, -1.884, 0.020)
H (-1.195, 0.915, 2.117)
H (-0.548, 2.383, 1.163)
H (2.938, 0.072, 1.918)
H (2.838, -1.332, 0.772)
H (-1.778, -1.109, -1.765)
H (-1.871, -2.149, -0.285)
H (-2.903, 1.856, 0.858)
H (-2.034, 1.769, -0.631)
H (2.580, 1.812, 0.078)
H (3.800, 0.807, -0.383)
H (-3.580, -0.097, -0.608)
H (-3.004, -0.459, 1.001)
H (1.798, 1.195, -2.069)
H (2.146, -0.452, -1.966)
H (-0.244, 1.055, -1.704)
H (-0.518, -3.315, 0.362)

Cartesian forces (eV/Å) of the 2 atoms listed first:
C -0.9 0.1 0.3
C 1.2 0.8 1.1

- E (a.u.) = -537.9923
- net charge = 0
- relative energy (zero: lowest compared OMol25 entry of this formula, charge and spin) (kJ/mol) = 727.5
- gap between HOMO and LUMO (eV) = 7.698
- HOMO (eV) = -7.49
- lowest unoccupied orbital energy (eV) = 0.21

Here are the Löwdin charges for atoms 1 to 2, given in e:
1 C -0.34
2 C 0.07